[1]
An isolated molecule of N2 at a distorted geometry. Source: the OMol25 dataset; level of theory: ωB97M-V/def2-TZVPD.

```
2
Properties=species:S:1:pos:R:3:forces:R:3:lowdin_charge:R:1
N 0.00000 0.00000 -0.65069 0.00 0.00 16.71 0.0000
N 0.00000 0.00000 0.65069 0.00 0.00 -16.71 0.0000
```
Forces are in eV/Å.

Results
Multiplicity: 1
Total charge: 0
LUMO (eV): -0.16
Gap between HOMO and LUMO (eV): 13.85
E_tot (Ha): -109.46951
Highest occupied orbital energy (eV): -14.0123


[2]
A cluster of 6 separate species, C25H60NO8S in total at a distorted geometry. Source: the OMol25 dataset; level of theory: ωB97M-V/def2-TZVPD.

```
95
Properties=species:S:1:pos:R:3:forces:R:3:lowdin_charge:R:1
S 5.40090 0.52405 -2.02772 -0.37 0.21 -0.15 0.6321
O 0.65097 0.39699 0.99079 0.47 -0.71 0.16 -0.1479
O 4.89385 -0.76787 7.95085 0.10 -0.16 0.50 -0.2094
O 0.36928 2.19575 7.67208 -0.22 0.27 0.03 -0.1656
O 4.79641 -1.86298 1.75280 0.75 3.00 -1.02 -0.1160
O 5.51756 -0.24251 3.18338 -1.18 0.12 -5.50 -0.1952
O -1.80904 0.01842 -6.09379 0.11 -0.22 0.02 -0.1685
O -7.05529 0.92359 -7.53116 0.23 0.03 -0.04 -0.1726
O 0.02570 -2.10236 -1.81626 0.08 0.06 0.12 -0.1572
N 4.84742 -0.40804 -0.65531 0.05 0.87 0.70 -0.4178
C -3.24977 0.48703 -8.03162 0.01 0.06 -0.12 -0.0790
C 1.60247 1.93758 8.33429 0.10 -0.22 -0.23 -0.2740
C -0.87816 0.31509 8.64952 0.08 0.00 0.16 -0.0880
C 5.16997 0.33441 0.62900 1.55 0.84 0.43 -0.3516
C 6.85442 0.71400 8.00545 0.03 0.04 -0.19 -0.0790
C -7.73108 -0.19407 -6.97379 -0.07 -0.04 -0.06 -0.2790
C 4.33868 1.68665 0.81549 -0.05 0.01 1.09 -0.1808
C 5.15229 -0.63426 1.91490 0.09 -2.30 4.59 -0.5540
C -3.06090 -0.24344 -6.71308 0.04 0.14 -0.04 -0.2792
C 5.82338 -2.31905 6.27818 0.04 -0.13 0.00 -0.0738
C -1.53649 1.37200 -5.76211 -0.06 0.06 0.10 -0.2768
C 2.10381 0.16794 0.89933 0.09 -0.08 0.91 -0.2297
C 4.97179 -1.09548 6.56405 0.23 -0.02 -0.34 -0.2704
C 0.05280 -2.97773 -4.11311 -0.08 0.07 -0.08 -0.0811
C -8.72144 2.61291 -6.88274 -0.05 -0.01 0.11 -0.0818
C -8.68975 -0.86879 -7.94124 -0.07 0.09 -0.14 -0.0816
C 0.36133 -3.20748 -2.64334 -0.03 0.08 -0.06 -0.2745
C -0.44997 1.06942 7.40110 0.08 -0.02 0.04 -0.2833
C -2.53621 1.97137 -4.78671 -0.18 -0.07 0.01 -0.0764
C 2.52382 1.00804 7.56294 -0.14 0.23 0.03 -0.0739
C -2.28360 -2.79621 -1.33285 0.03 -0.18 -0.02 -0.0828
C 6.11928 -0.47578 8.60162 -0.07 0.01 -0.16 -0.2869
C 2.84703 1.49986 1.37757 -0.51 0.30 -0.51 -0.1693
C -1.33698 -1.70667 -1.81062 0.01 -0.04 0.02 -0.2780
C -7.86954 1.99822 -7.98052 -0.06 -0.03 0.11 -0.2785
H 0.04599 0.40192 6.68969 0.03 -0.07 0.06 0.1085
H -1.54204 -0.51159 8.38565 0.02 0.06 -0.01 0.0730
H -9.14502 -1.74599 -7.47597 0.05 0.04 -0.01 0.0769
H 7.14048 0.53686 6.96652 0.02 -0.02 0.07 0.0732
H 5.44523 -3.18628 6.82854 -0.02 0.05 0.00 0.0750
H -9.49524 -0.19881 -8.25055 -0.02 -0.06 0.08 0.0643
H -1.62945 -1.33739 -2.79932 -0.06 -0.07 -0.07 0.0987
H 2.08593 0.01767 7.42753 0.09 -0.03 0.10 0.0710
H -2.00432 -3.13333 -0.33063 -0.03 0.07 -0.06 0.0810
H -0.12657 -4.11655 -2.27646 -0.07 -0.04 -0.04 0.1030
H -1.46227 1.97796 -6.67092 -0.08 0.05 -0.02 0.1038
H -3.09637 -1.31980 -6.89841 0.19 0.04 0.13 0.1171
H 1.41591 1.55660 9.34400 0.00 -0.08 0.03 0.1023
H -8.16183 -1.18426 -8.84551 -0.01 -0.01 0.10 0.0819
H 5.32069 -0.23224 5.99069 0.02 -0.12 -0.10 0.1032
H -7.19028 2.76107 -8.36818 0.12 -0.20 0.05 0.1184
H -1.40385 0.98250 9.33860 0.00 -0.04 -0.08 0.0769
H -6.95900 -0.91261 -6.68596 0.09 0.22 -0.07 0.1170
H 3.94991 -1.29331 6.23328 0.03 0.11 0.19 0.1178
H -3.24071 1.57085 -7.90375 -0.10 -0.03 0.02 0.0654
H 2.33460 -0.15711 -0.16817 0.05 0.49 1.53 0.1132
H 2.09752 2.90433 8.45508 -0.23 0.05 -0.08 0.1150
H -9.43415 1.89742 -6.46880 -0.04 0.04 -0.06 0.0643
H -2.25252 2.99507 -4.53224 0.02 -0.07 0.00 0.0777
H -3.54607 1.99809 -5.20314 0.05 0.08 -0.02 0.0630
H 0.37314 -3.83804 -4.70789 0.01 0.06 0.07 0.0744
H 2.73236 1.41391 6.56895 -0.01 -0.01 0.07 0.0956
H -8.24291 0.09390 -6.05008 -0.08 0.00 -0.01 0.1063
H 6.75976 -1.36357 8.62173 0.10 0.01 -0.06 0.1017
H 2.81901 1.56561 2.52989 0.13 -0.25 -1.88 0.1186
H 6.27820 0.65419 0.50788 -1.57 -0.28 0.50 0.1202
H -9.28951 3.46177 -7.27342 0.07 -0.07 0.02 0.0769
H 6.86437 -2.17148 6.57317 0.02 0.04 -0.08 0.0626
H -2.57692 1.37903 -3.86835 0.07 0.07 -0.06 0.0774
H 4.36846 1.44221 -2.29468 0.63 -1.29 0.61 -0.1381
H 3.46880 0.88376 8.09380 -0.19 -0.03 -0.10 0.0646
H 6.21900 1.60411 8.02204 0.05 -0.07 0.03 0.0766
H -2.26335 -3.66998 -1.98844 -0.07 0.06 -0.02 0.0620
H -0.02329 -0.10142 9.18694 -0.04 -0.05 -0.08 0.0641
H -3.87888 -0.02107 -6.02032 -0.06 0.09 -0.04 0.1032
H -4.20689 0.21248 -8.48391 0.06 0.03 0.08 0.0694
H 2.23193 2.39155 0.97023 0.80 -1.37 0.71 0.1083
H -8.09167 2.96288 -6.06031 -0.03 0.00 -0.09 0.0830
H -0.54514 1.38596 -5.30175 -0.07 -0.23 -0.09 0.1208
H -1.41086 -0.85411 -1.13000 0.26 -0.06 -0.04 0.1154
H 1.43604 -3.36596 -2.52872 -0.08 0.18 0.18 0.1222
H 5.37115 -1.30520 -0.64198 -0.65 0.75 -0.09 0.0635
H 5.80811 -2.54840 5.20929 -0.05 0.18 0.07 0.0809
H 4.90924 2.30531 1.60804 -0.80 -1.06 -1.27 0.1183
H 0.27768 -0.49204 1.15538 0.23 0.81 -0.21 0.0687
H 2.33654 -0.65905 1.66668 0.09 1.07 -1.53 0.1273
H -1.01442 -2.82996 -4.28874 0.01 -0.05 -0.03 0.0600
H 5.87295 -0.25078 9.64369 -0.18 -0.07 -0.08 0.1120
H 4.30624 2.34561 -0.11922 0.19 -1.23 1.07 0.0764
H 7.76538 0.92165 8.57250 -0.05 -0.01 0.02 0.0706
H 0.57208 -2.08774 -4.47842 -0.03 -0.08 0.04 0.0828
H -3.31019 -2.42306 -1.30495 0.06 0.01 0.01 0.0730
H -8.48809 1.67633 -8.82441 -0.09 -0.01 0.02 0.1048
H -1.34261 1.44823 6.89588 0.16 0.16 0.03 0.1156
H -2.44727 0.23169 -8.72944 -0.05 -0.03 0.07 0.0806
```
Forces are in eV/Å.

Results
Multiplicity: 1
Total charge: -1
LUMO (eV): 1.85
Gap between HOMO and LUMO (eV): 6.27
E_tot (Ha): -2043.28442
Highest occupied orbital energy (eV): -4.4225


[3]
An isolated molecule of C5H9N3 at a distorted geometry. Source: the OMol25 dataset; level of theory: ωB97M-V/def2-TZVPD.

```
17
Properties=species:S:1:pos:R:3:forces:R:3:lowdin_charge:R:1
N 1.01410 -0.25581 0.74337 1.58 -1.50 2.33 -0.0587
N -1.82564 0.58317 -0.23548 -0.34 0.48 -0.40 0.0225
N -0.42927 -2.03317 0.78938 0.48 -0.69 -0.98 0.1189
C -0.22326 0.42842 -1.93581 -0.37 -0.04 0.59 0.0633
C -2.22575 0.47715 0.94640 0.36 0.56 1.02 -0.0298
C 2.08400 0.51658 0.15363 0.11 0.18 -0.44 -0.1081
C -0.59108 0.13274 -0.67812 -0.44 -3.83 -2.72 -0.3280
C 0.09649 -1.09251 0.11616 -1.37 4.92 1.29 -0.3707
H -3.17069 0.94278 1.20025 -0.25 -0.20 0.00 0.0690
H 1.26688 -0.61054 1.66730 0.07 -0.13 -0.29 0.1248
H 1.67509 1.41626 -0.31637 0.22 -0.09 -0.08 0.0724
H -1.26323 -2.41007 0.34512 -0.03 0.17 -0.02 0.0533
H -0.89894 0.97663 -2.57127 0.11 0.58 0.09 0.0616
H -1.61553 0.11015 1.78625 -0.11 -0.30 -0.28 0.0827
H 2.65273 -0.06276 -0.58465 0.00 0.21 0.07 0.0840
H 0.68332 0.05362 -2.37384 0.17 -0.22 -0.04 0.0577
H 2.77078 0.82736 0.94768 -0.19 -0.11 -0.15 0.0850
```
Forces are in eV/Å.

Results
Multiplicity: 1
Total charge: 0
LUMO (eV): 0.63
Gap between HOMO and LUMO (eV): 9.37
E_tot (Ha): -360.07347
Highest occupied orbital energy (eV): -8.7464


[4]
A cluster of 6 separate species, C28H39NO17 in total at a distorted geometry. Source: the OMol25 dataset; level of theory: ωB97M-V/def2-TZVPD.

```
85
Properties=species:S:1:pos:R:3:forces:R:3:lowdin_charge:R:1
O -3.34904 -0.97820 6.66127 0.11 -0.04 -0.22 0.0655
O -0.17891 3.66985 -0.14818 -0.08 -1.09 0.22 0.1197
O -2.60445 -5.34182 3.73296 -0.07 -0.23 -0.04 0.0365
O -1.82287 0.40175 5.73998 -0.12 -0.12 0.13 0.1566
O 5.36279 6.10891 -7.54424 -0.15 0.11 0.16 0.0698
O -2.18893 2.96073 -0.74386 1.28 -0.46 0.07 0.1088
O -4.63339 -5.58974 4.67586 0.02 0.08 0.04 0.1563
O 5.58643 6.15533 -5.30303 0.02 -0.06 0.10 0.1562
O -3.75712 -7.22917 3.40402 0.13 0.31 0.12 0.0664
O 5.71638 5.39586 -0.02095 0.17 -0.11 -0.12 0.0601
O -4.11705 -11.69865 1.62703 0.07 0.20 0.13 0.0720
O -2.93691 -9.94437 0.85678 0.04 0.03 0.01 0.1638
O 7.52974 4.49477 0.96869 0.01 -0.01 0.02 0.1624
O -2.48015 -1.46073 4.65723 -0.09 0.12 0.24 0.0534
O 3.76881 7.04259 -6.28462 0.19 -0.07 -0.19 0.0442
O -3.43111 -10.11270 3.05060 -0.09 -0.45 -0.26 0.0319
O 7.32219 4.47084 -1.27545 -0.19 0.11 0.19 0.0613
N -0.52180 1.34332 -0.51073 -0.07 -0.08 -0.06 -0.0555
C -4.11889 -2.06804 6.14285 -0.27 -0.16 0.09 -0.1105
C 6.22634 4.73591 -2.15557 0.00 -0.03 -0.45 -0.1250
C 2.64549 3.72587 -3.66672 0.87 0.02 -0.18 -0.0853
C -4.38075 -12.19888 2.93903 -0.11 -0.29 0.16 -0.1160
C -1.34812 0.41186 0.26197 -0.12 -0.44 1.19 -0.1752
C 5.41214 5.73778 -1.37648 -0.26 0.18 -0.14 -0.1167
C -3.75052 -6.01713 4.00088 -0.13 -0.06 0.01 -0.5658
C -1.03386 2.66649 -0.49755 -1.88 1.07 -0.09 -0.5499
C -0.12016 0.86025 -1.84883 0.45 0.27 -0.44 -0.1396
C -4.33471 -10.94699 3.78173 -0.17 0.04 0.38 -0.1078
C -2.48610 -0.58270 5.69216 0.05 0.08 0.05 -0.5538
C 3.44986 7.37001 -7.63925 -0.27 0.20 -0.17 -0.1141
C -2.64021 -7.28027 2.50726 0.25 -0.03 -0.26 -0.1186
C 0.40565 2.87739 -3.36655 -0.46 -0.13 0.38 -0.2294
C -1.44246 1.40576 2.64234 1.15 0.25 0.59 -0.2367
C 4.96798 6.41017 -6.28530 0.06 -0.03 0.12 -0.5662
C -0.54293 1.73026 -3.04625 0.61 -0.24 -0.72 -0.1165
C 6.91688 4.76064 -0.01243 0.07 -0.03 0.10 -0.5690
C 0.81135 5.14233 -4.04741 0.07 1.17 -0.54 -0.0867
C -0.05224 4.12334 -3.72549 -1.09 0.45 -0.12 -0.0457
C 1.77662 2.71575 -3.34825 0.27 -1.12 0.35 -0.0545
C -3.22159 -2.61772 5.06251 -0.11 -0.26 -0.11 -0.1256
C -0.85966 0.30768 1.72622 -1.02 -0.26 -0.08 -0.1856
C -0.36348 1.80727 3.68287 0.03 0.23 -0.95 -0.1197
C 2.17225 4.96737 -4.04256 0.55 -0.11 0.14 -0.0885
C -1.70283 -6.25463 3.09452 0.25 0.01 -0.10 -0.1004
C -3.44659 -10.53042 1.75599 -0.01 -0.04 -0.10 -0.5583
C 4.25936 6.36087 -8.41792 -0.08 -0.07 -0.33 -0.1163
H -2.52681 -3.36898 5.43715 0.00 0.03 0.01 0.1285
H -1.58155 2.06628 -3.00809 0.16 0.02 0.27 0.1143
H 3.71092 3.50925 -3.64995 -0.09 0.14 -0.03 0.0957
H -2.30554 1.05631 3.21437 -0.08 -0.08 -0.41 0.0914
H -2.40647 0.70905 0.27829 0.18 0.06 -0.19 0.1258
H -1.03635 -6.67714 3.84910 -0.06 0.00 0.03 0.1356
H -1.73642 2.28930 2.06142 -0.09 -0.15 0.11 0.0973
H -3.77582 -3.03581 4.22864 0.11 0.11 -0.09 0.1211
H 5.72646 6.76676 -1.56173 0.05 -0.03 0.01 0.1352
H 6.57713 5.12808 -3.10687 0.14 -0.04 0.06 0.1176
H -5.34595 -12.69796 2.97632 -0.01 0.05 -0.20 0.1342
H 3.75897 8.39851 -7.83520 0.05 -0.03 0.02 0.1342
H 5.68429 3.80430 -2.33281 0.00 0.01 0.07 0.1205
H -3.60072 -12.91409 3.20739 0.02 0.04 -0.02 0.1341
H -2.98024 -7.01287 1.50577 -0.03 0.01 0.03 0.1417
H -0.77607 2.34575 4.53413 0.11 -0.21 0.02 0.0628
H 0.97248 0.76679 -1.85030 -0.17 0.02 -0.09 0.1021
H -5.30212 -10.44586 3.84525 0.02 0.01 -0.06 0.1387
H -4.33549 -2.79578 6.92059 0.10 0.13 0.11 0.1345
H 3.71925 5.42641 -8.58127 0.00 0.01 0.06 0.1350
H -1.11492 4.34911 -3.77905 0.04 -0.26 0.16 0.1219
H 0.43285 3.27319 0.49214 0.34 0.11 -0.38 0.1183
H 2.85854 5.75781 -4.32257 -0.13 0.01 0.06 0.0881
H 4.34431 5.65458 -1.56822 -0.01 -0.05 0.19 0.1254
H 2.38084 7.28198 -7.81817 -0.01 -0.05 0.21 0.1345
H -5.06024 -1.67959 5.74908 0.04 0.03 -0.02 0.1349
H -3.96440 -11.12935 4.78762 0.15 0.14 -0.05 0.1352
H -1.10545 -5.74737 2.34082 -0.11 0.18 0.07 0.1356
H 0.38131 2.45378 3.19301 -0.09 -0.08 0.11 0.0656
H -2.20974 -8.27103 2.47796 -0.14 -0.04 0.08 0.1055
H -1.20033 -0.66366 2.11654 0.07 0.16 -0.03 0.1023
H 2.19654 1.74904 -3.07997 -0.03 0.11 -0.05 0.1088
H 0.44776 6.12177 -4.34887 -0.26 -0.18 0.12 0.1079
H 0.23425 0.26330 1.77617 -0.12 0.27 -0.19 0.1095
H -1.32749 -0.60672 -0.13612 0.29 0.34 -0.48 0.1122
H 0.16878 0.89985 3.97831 -0.16 0.22 0.43 0.0680
H -0.48647 1.07700 -3.93145 -0.09 -0.03 0.22 0.1249
H 4.60304 6.74314 -9.37605 0.20 -0.03 0.09 0.1334
H -0.48258 -0.15393 -2.04050 -0.27 0.19 0.45 0.1157
```
Forces are in eV/Å.

Results
Multiplicity: 1
Total charge: 0
LUMO (eV): 0.31
Gap between HOMO and LUMO (eV): 9.15
E_tot (Ha): -2424.21544
Highest occupied orbital energy (eV): -8.8374